No. 1
A cluster of 12 separate species, C3H30N2O12S in total at a distorted geometry. Source: the Open Molecules 2025 dataset; level of theory: ωB97M-V with the def2-TZVPD basis set.

Output
Structure (SMILES): NC(=O)[C@@H](N)CS.O.O.O.O.O.O.O.O.O.O.O
HOMO level in eV: -9.52
ΔE to the lowest compared entry with this formula, charge and spin in eV: 0.000
Frontier orbital gap in eV: 9.64
Lowest unoccupied orbital energy in eV: 0.1138

Each line ends with the Löwdin charge.
Geometry (Å):
N1 0.364576 -1.507423 0.042204  0.198
C1 0.875137 -0.634458 0.943970  -0.512
O1 1.850923 0.071937 0.806653  0.067
C2 -0.124513 -0.404222 2.113940  -0.326
N2 -0.645155 -1.737547 2.531984  0.026
C3 0.570358 0.187608 3.372664  -0.497
S1 0.191999 1.929680 3.725681  0.734
H1 -0.488849 -1.947749 0.339006  0.092
H2 0.918657 -1.809847 -0.737219  0.082
H3 -0.827685 0.283660 1.636425  0.127
H4 0.159101 -2.361458 2.519142  0.090
H5 -0.802032 -1.775141 3.532685  0.071
H6 1.661125 0.162899 3.399785  0.080
H7 0.226292 -0.283920 4.287630  0.049
H8 1.301555 2.558792 3.402511  -0.161
O2 1.752390 -4.914161 -0.451208  -0.054
H9 1.304856 -4.667160 -1.266906  0.019
H10 1.049159 -5.142850 0.145725  0.019
O3 -1.391737 -1.358191 -3.584432  -0.048
H11 -2.153563 -1.083673 -3.054984  0.015
H12 -1.569755 -2.303917 -3.625051  0.059
O4 -0.751137 3.352545 0.318745  -0.043
H13 -0.337678 2.600482 0.752505  0.008
H14 -0.424307 4.149069 0.710310  0.044
O5 -2.823828 -1.167205 -1.102433  -0.065
H15 -3.101395 -0.239158 -1.090795  0.024
H16 -3.286605 -1.496438 -0.322141  0.022
O6 1.526555 -0.348097 -3.950346  -0.043
H17 0.598399 -0.551514 -4.121013  0.024
H18 1.567750 0.591950 -3.772527  0.003
O7 2.601951 3.189456 0.637129  -0.040
H19 2.463650 2.296832 0.348168  -0.003
H20 3.382898 3.599733 0.306874  0.024
O8 1.301601 2.336670 -3.055243  -0.071
H21 0.736061 1.754417 -2.501986  -0.016
H22 1.324259 3.170057 -2.596446  0.036
O9 -3.801929 -1.185040 1.865424  -0.026
H23 -3.020132 -1.429942 2.326317  -0.013
H24 -3.941011 -0.248346 1.948202  0.042
O10 -2.748957 2.023787 -1.173882  -0.071
H25 -2.298282 2.411245 -0.409904  0.001
H26 -2.009161 2.035755 -1.795484  0.019
O11 -0.394537 0.908530 -1.599269  -0.053
H27 -0.846623 0.281576 -2.183441  0.041
H28 0.276576 0.327276 -1.212571  0.046
O12 2.195359 -2.530481 -2.354392  -0.063
H29 3.006510 -3.031733 -2.317878  0.041
H30 2.100268 -1.928104 -3.109666  0.006

Cartesian forces (eV/Å) of the 2 atoms listed first:
0.56 0.54 0.93
-1.36 0.42 0.12

***

No. 2
A cluster of 13 separate species, C3H30O13S in total at a distorted geometry. Source: the Open Molecules 2025 dataset; level of theory: ωB97M-V with the def2-TZVPD basis set.

Output
Charge: -2
HOMO level in eV: -1.20
ΔE to the lowest compared entry with this formula, charge and spin in eV: 1.419
Frontier orbital gap in eV: 5.92
Lowest unoccupied orbital energy in eV: 4.7277

Each line ends with the Löwdin charge.
Geometry (Å):
C1 1.742741 0.163185 0.565492  -0.334
O1 0.655696 -0.338991 -0.156532  -0.326
C2 1.400332 1.257946 1.609769  -0.334
C3 2.525986 2.152391 2.036532  -0.677
S1 1.872473 3.627449 3.072805  0.076
H1 2.364382 -0.561020 1.080177  0.095
H2 2.383146 0.721509 -0.153048  0.105
H3 0.868738 0.687501 2.406699  0.074
H4 0.459398 1.811765 1.316187  0.097
H5 3.093476 2.544211 1.183305  0.039
H6 3.179593 1.708656 2.783935  0.017
H7 2.045472 -0.882998 -3.733545  0.003
H8 3.060390 -1.065866 -2.642966  0.024
O2 2.893887 -1.291883 -3.562069  -0.077
H9 -0.220204 -1.265289 0.341997  -0.012
H10 -1.215734 -1.748476 1.505326  0.002
O3 -0.976737 -2.001412 0.615907  -0.157
H11 -3.643670 -2.510876 -0.100382  0.018
H12 -2.307015 -2.889726 -0.667841  -0.005
O4 -3.150706 -3.274743 -0.398335  -0.088
H13 0.240030 0.921668 -1.193958  0.011
H14 -0.633870 2.225017 -0.971881  0.032
O5 -0.309815 1.628233 -1.649891  -0.097
H15 -0.756166 0.292123 -3.665937  0.016
H16 -1.950679 -0.564304 -3.312127  0.029
O6 -1.680620 0.154449 -3.901441  -0.081
H17 -2.788354 0.989087 -2.404401  0.030
H18 -2.068819 0.750926 -1.066069  0.013
O7 -2.943319 0.740843 -1.470496  -0.083
H19 1.494369 -3.990045 2.670538  0.040
H20 1.160328 -2.600650 2.925261  0.039
O8 1.957571 -3.141721 2.767714  -0.081
H21 0.445087 -1.200147 -1.746680  0.019
H22 -0.139637 -2.447724 -2.414071  0.045
O9 0.421350 -1.687848 -2.612293  -0.078
H23 -5.144858 1.400854 0.428703  0.019
H24 -4.217588 2.175349 -0.583648  0.003
O10 -5.123250 2.017447 -0.301280  -0.085
H25 1.646981 3.781286 0.166412  -0.025
H26 0.980938 4.965825 0.885753  -0.026
O11 1.190489 4.610513 -0.001595  -0.136
H27 0.720060 -2.851527 0.098610  -0.018
H28 2.193583 -2.935806 0.394622  0.017
O12 1.451158 -3.490974 0.138211  -0.085
H29 -0.819789 1.196805 3.427443  0.029
H30 -0.983148 -0.180372 2.818240  -0.015
O13 -1.373693 0.397359 3.470842  -0.073

Cartesian forces (eV/Å) of the 2 atoms listed first:
0.12 2.02 -0.90
0.17 -0.26 0.15

***

No. 3
A cluster of 14 separate species, C3H33O14 in total at a distorted geometry. Source: the Open Molecules 2025 dataset; level of theory: ωB97M-V with the def2-TZVPD basis set.

Output
Charge: -1
HOMO level in eV: -5.93
ΔE to the lowest compared entry with this formula, charge and spin in eV: 0.727
Frontier orbital gap in eV: 8.48
Lowest unoccupied orbital energy in eV: 2.5533

Each line ends with the Löwdin charge.
Geometry (Å):
C1 0.291826 -0.603555 -1.601970  -0.029
C2 -0.662552 -0.028455 -0.565103  -0.521
C3 -2.080116 -0.497004 -0.595553  -0.076
O1 -0.142341 -0.313714 0.767944  -0.357
H1 1.311364 -0.270334 -1.292030  0.066
H2 0.072126 -0.120574 -2.515928  0.061
H3 0.279858 -1.699425 -1.544702  0.072
H4 -0.745650 1.004175 -0.817002  0.086
H5 -2.887725 -0.001125 -0.089463  0.051
H6 -2.102682 -1.580980 -0.229756  0.104
H7 -2.488386 -0.510944 -1.661770  0.097
O2 2.470206 -0.808419 0.820481  -0.028
H8 1.598708 -0.673350 0.810970  -0.094
H9 2.713153 -0.401478 -0.021285  0.004
O3 -4.902543 0.390988 2.676452  -0.052
H10 -5.417937 -0.288853 3.084646  0.015
H11 -4.239008 -0.006904 2.140757  -0.020
O4 0.641788 2.352557 1.429006  -0.042
H12 0.324630 1.530257 1.052642  0.000
H13 0.127337 2.400172 2.247229  0.056
O5 3.176473 -0.068779 -3.734940  -0.035
H14 3.557270 -0.731001 -3.142244  0.055
H15 2.328589 -0.362286 -4.018579  0.017
O6 -2.363748 2.520869 1.004041  -0.038
H16 -1.881741 3.224762 1.477489  0.060
H17 -1.998778 2.461613 0.130168  0.006
O7 -0.214014 -2.910477 1.061494  -0.060
H18 -0.281191 -1.960026 0.943949  -0.032
H19 0.102470 -3.072954 1.940291  0.044
O8 1.790987 2.542654 -2.384928  -0.023
H20 0.865439 2.771171 -2.196209  0.039
H21 1.772338 1.657861 -2.637859  -0.026
O9 2.342212 -3.400692 -0.055694  -0.123
H22 1.388715 -3.434679 0.158559  -0.020
H23 2.534543 -2.552815 0.383915  -0.022
O10 -2.249712 0.071870 2.468919  -0.078
H24 -2.391231 1.003338 2.331602  -0.003
H25 -1.712869 -0.111754 1.679435  -0.014
O11 -0.421396 -4.314442 -1.926625  -0.027
H26 -0.997294 -4.529893 -1.220950  0.011
H27 -0.477108 -3.375326 -1.933567  -0.020
O12 3.256256 1.235048 -0.650983  -0.037
H28 4.046053 0.986531 -1.124877  0.048
H29 2.690092 1.717309 -1.241974  -0.033
O13 0.603520 -0.371259 3.422542  -0.076
H30 0.078509 -0.119284 2.676483  -0.051
H31 0.098147 -0.288346 4.282545  0.063
O14 -0.266033 3.697773 -0.791129  -0.047
H32 0.158815 3.415120 0.008524  -0.014
H33 0.302633 4.425064 -1.004961  0.045

Cartesian forces (eV/Å) of the 2 atoms listed first:
0.59 -0.04 1.85
0.64 -0.85 2.45